(1)
Below is a molecular structure, C17H16I2NO5Rh, with properties calculated with ωB97M-V/def2-TZVPD.

Results
⟨S²⟩: 6.07
Spin multiplicity: 5
Energy relative to the best compared isomer or geometry (same formula, charge and spin), eV: 1.4393

```
42
Properties=species:S:1:pos:R:3:forces:R:3
Rh -0.7383 -1.7015 -0.8487 0.876 0.429 -0.527
O 3.2406 -1.7649 0.1377 -0.242 -0.088 -0.135
C 2.3638 -1.3902 -0.6211 0.382 0.789 0.307
O 1.3479 -2.0875 -1.0020 -0.867 -0.437 -0.081
C 2.4615 0.0632 -1.1578 -0.212 -0.471 0.026
C 1.4954 0.3394 -2.3137 0.331 0.172 -0.017
C 1.7950 1.7109 -2.9424 -0.067 -0.070 0.016
C 1.1670 2.6723 -1.9040 -0.100 -0.067 0.047
C 0.7206 1.6799 -0.8248 0.269 0.245 -0.087
O 0.2668 0.5716 -1.6076 -0.263 0.080 0.174
C 1.9838 1.1218 -0.1109 -0.284 -0.201 0.044
C 1.5944 0.6289 1.2675 0.635 0.325 0.275
O 2.0463 1.0682 2.2915 -0.253 -0.214 -0.101
O 0.6143 -0.2886 1.1931 -0.450 -0.015 0.138
H 3.5022 0.2257 -1.4278 0.037 0.046 0.034
H 1.3781 -0.4825 -3.0130 -0.050 -0.021 0.037
H 2.8653 1.8675 -3.0683 0.015 -0.018 -0.025
H 1.3175 1.8020 -3.9164 0.000 0.024 0.014
H 1.8587 3.4211 -1.5217 0.010 -0.004 0.001
H 0.2946 3.1805 -2.3118 0.020 0.016 -0.015
H -0.0673 2.0329 -0.1615 -0.034 -0.089 -0.045
H 2.7291 1.8938 0.0585 0.013 0.018 -0.015
I -1.1676 -4.3690 -1.5957 -0.242 -0.104 -0.322
C -2.5634 -3.8307 -3.0606 0.165 -0.589 0.086
I -2.6401 -0.8201 -2.4739 -0.036 0.087 0.050
H -3.5568 -4.2194 -2.8890 -0.003 0.138 0.086
H -2.1633 -3.8654 -4.0637 0.042 0.158 0.049
C -1.8678 -2.0875 1.0157 -0.378 0.266 1.417
C -1.5684 -0.8855 1.6379 0.579 -0.816 -0.353
C -2.4245 0.2519 1.5809 -0.426 0.822 0.101
C -2.2434 1.3013 2.4150 -0.301 -0.349 -0.427
C -1.2129 1.2669 3.4353 0.543 -0.494 0.054
C -0.2684 0.3074 3.4404 -0.276 0.274 -0.021
C -0.2287 -0.6980 2.3317 0.268 0.023 -0.370
C -1.2451 2.2541 4.4717 0.038 0.233 0.212
N -1.2798 3.0602 5.2901 -0.026 -0.068 -0.061
H -2.8906 -2.2234 0.6796 0.098 -0.033 -0.314
H -1.3786 -2.9847 1.3826 0.131 0.003 -0.170
H -3.2720 0.2384 0.9064 0.069 -0.023 -0.068
H -2.9212 2.1438 2.3999 -0.023 -0.020 -0.018
H 0.4622 0.2385 4.2295 0.099 0.082 -0.040
H 0.1928 -1.6434 2.6713 -0.085 -0.037 0.044
```
Forces are in eV/Å.

(2)
Below is a single C17H16N4O molecule, with properties calculated with ωB97M-V/def2-TZVPD.

Results
Energy relative to the best compared isomer or geometry (same formula, charge and spin), eV: 0.0000
Structure (SMILES): CCn1ncc2c(OCc3ccc(C#N)cc3)cc(C)nc21

```
38
Properties=species:S:1:pos:R:3:forces:R:3
C -5.3750 -1.0577 -0.9894 0.092 -0.033 0.186
H -6.4552 -1.1541 -0.9277 -0.131 0.002 -0.031
H -5.1272 -0.0433 -1.2910 -0.029 0.071 -0.058
H -5.0022 -1.7514 -1.7392 0.014 -0.065 -0.072
C -4.7470 -1.3558 0.3683 -0.512 0.029 -0.186
N -3.3158 -1.2333 0.3168 0.334 0.263 0.084
C -2.5987 -0.0927 0.2264 0.882 0.169 -0.023
N -3.0958 1.1386 0.2032 -0.501 -0.033 0.032
C -2.2005 2.1057 0.1149 0.037 -0.123 0.006
C -0.8218 1.8696 0.0526 0.291 -0.227 -0.006
C -0.2995 0.5843 0.0805 -0.282 0.350 0.001
C -1.2258 -0.4705 0.1684 -0.371 0.194 0.004
C -1.2797 -1.8877 0.2255 -0.080 -0.125 -0.001
N -2.5178 -2.3056 0.3094 0.116 -0.669 0.014
H -0.4880 -2.6104 0.2089 0.129 -0.130 0.001
O 1.0474 0.4815 0.0222 -0.245 0.214 -0.003
C 1.6400 -0.8060 0.0727 0.083 -0.333 0.014
C 3.1311 -0.6055 0.0515 -0.080 0.005 0.003
C 3.8101 -0.5218 -1.1586 -0.072 -0.033 0.108
C 5.1726 -0.3000 -1.1857 0.106 0.027 0.080
C 5.8722 -0.1559 0.0125 -0.928 -0.141 0.015
C 5.1959 -0.2323 1.2301 0.106 0.022 -0.086
C 3.8333 -0.4542 1.2416 -0.075 -0.040 -0.104
H 3.3073 -0.5100 2.1832 -0.058 -0.011 0.094
H 5.7431 -0.1165 2.1539 0.037 0.004 0.038
C 7.2685 0.0687 -0.0068 0.542 0.082 -0.008
N 8.4002 0.2496 -0.0220 0.358 0.059 -0.006
H 5.7019 -0.2364 -2.1248 0.035 0.001 -0.039
H 3.2658 -0.6299 -2.0850 -0.059 -0.017 -0.094
H 1.3364 -1.3205 0.9934 0.026 0.051 -0.135
H 1.3191 -1.3983 -0.7943 0.026 0.061 0.133
H -0.1365 2.6989 -0.0165 0.087 0.109 -0.009
C -2.7222 3.5076 0.0831 0.021 0.015 0.001
H -2.4186 4.0021 -0.8380 0.009 0.097 -0.048
H -3.8062 3.4933 0.1434 -0.030 0.023 0.000
H -2.3222 4.0777 0.9196 0.014 0.103 0.039
H -4.9653 -2.3781 0.6831 0.071 0.160 0.060
H -5.1235 -0.6498 1.1137 0.037 -0.130 -0.007
```
Forces are in eV/Å.

(3)
Below is a molecular structure, C17H16N4O3Pd, with properties calculated with ωB97M-V/def2-TZVPD.

Results
⟨S²⟩: 2.05
Spin multiplicity: 3
Total charge: +2
Calculated total energy, Eh: -1229.35031

```
41
Properties=species:S:1:pos:R:3:forces:R:3
Pd 0.4432 0.2278 0.3624 1.021 0.874 -2.198
O -0.7023 -0.4980 -1.8651 0.446 -0.267 -0.754
C -0.3125 -0.4800 -3.0372 0.278 0.870 0.590
O 1.3833 1.1366 -1.2679 -0.113 0.195 -0.931
C 1.3608 1.2234 -2.5111 0.841 0.224 0.462
O 2.0981 2.1495 -3.1075 -0.780 -1.041 0.023
N 0.7200 0.4159 -3.4217 -0.511 -0.086 1.108
C 2.0126 1.9492 -4.5528 0.482 1.107 -0.399
C 1.1038 0.7759 -4.7884 -0.318 -1.001 -0.316
H 3.0328 1.7934 -4.9207 -0.334 0.146 0.130
H 1.5618 2.8401 -4.9937 0.422 0.105 0.205
H 1.6309 -0.0526 -5.2601 0.031 -0.042 0.049
H 0.2354 1.0078 -5.4139 0.110 0.102 0.305
C -0.8296 -1.2981 -4.1224 -0.764 -0.608 -0.082
C -1.9925 -1.9638 -3.9451 0.682 0.330 -0.274
H -0.2254 -1.3407 -5.0394 -0.447 -0.328 0.501
H -2.6270 -1.7675 -3.0721 0.451 -0.291 -0.271
H -2.3278 -2.6995 -4.6784 -0.067 0.412 0.139
C 3.1029 -0.1695 5.3820 0.156 -0.026 -0.176
C 1.8285 -0.7268 5.5925 -0.035 0.191 -0.600
C 0.9352 -0.7464 4.5341 0.382 -0.190 1.278
C 1.3016 -0.2533 3.2801 0.087 -0.270 -0.299
C 2.5609 0.2973 3.0585 0.111 -0.122 0.144
C 3.4701 0.3381 4.1186 -0.114 0.057 -0.076
N 0.3055 -0.3123 2.2652 -1.170 -2.134 5.896
N -0.8058 -0.7552 2.8491 2.867 1.316 -2.664
C -1.8298 -0.4965 2.0318 -2.187 -0.057 -1.989
C -3.1656 -0.7610 2.3812 1.709 0.275 -0.055
C -4.1190 -0.3313 1.4847 -0.471 0.361 -0.524
C -3.7648 0.4063 0.3366 -0.056 0.080 0.174
C -2.4290 0.6973 0.0971 0.415 -1.188 0.130
N -1.5031 0.0962 0.8548 -2.233 0.939 0.531
H 3.8183 -0.1429 6.2102 -0.232 0.046 -0.393
H 1.5030 -1.1408 6.5503 0.359 0.255 -0.279
H -0.0730 -1.1213 4.6595 0.591 -0.048 0.372
H 2.7771 0.6872 2.0677 0.353 0.040 0.116
H 4.4631 0.7724 3.9487 -0.495 -0.234 0.210
H -3.3053 -1.2563 3.3404 -0.456 0.114 -0.323
H -5.1583 -0.5283 1.7098 -0.081 0.011 -0.202
H -4.4832 0.7457 -0.4012 -0.192 0.062 0.401
H -1.9953 1.2819 -0.7167 -0.739 -0.179 0.041
```
Forces are in eV/Å.

(4)
Below is a single C17H16N4O4 molecule, with properties calculated with ωB97M-V/def2-TZVPD.

Results
Energy relative to the best compared isomer or geometry (same formula, charge and spin), eV: 2.3943
Structure (SMILES): C[C@H](NC(=O)C(=O)N/N=C\c1cccc([N+](=O)[O-])c1)c1ccccc1

```
41
Properties=species:S:1:pos:R:3:forces:R:3
C -2.8180 0.0241 -2.5899 -0.067 0.116 0.045
H -3.6632 -0.4766 -3.0547 -0.080 -0.016 -0.045
H -2.3890 0.7290 -3.2984 0.056 0.035 -0.094
H -2.0649 -0.7146 -2.3354 0.003 -0.050 -0.032
C -3.2925 0.7608 -1.3380 0.048 -0.410 -0.159
N -2.1959 1.4804 -0.6994 -0.167 0.483 0.097
C -0.9410 1.0881 -0.4956 -0.016 0.132 -0.031
O -0.3964 0.0451 -0.8252 0.002 -0.213 -0.041
C -0.1475 2.1692 0.2638 0.029 0.406 0.225
O -0.6571 3.1953 0.6541 0.108 -0.084 -0.038
N 1.1346 1.7638 0.4235 0.271 -1.301 -0.455
N 2.0824 2.5019 1.0165 -0.136 1.019 0.351
C 3.2598 2.0625 1.1950 -0.053 0.012 -0.045
C 3.8217 0.7433 0.8708 0.008 -0.520 -0.180
C 5.1134 0.6762 0.3536 0.063 -0.072 -0.070
C 5.6602 -0.5548 0.0293 -1.178 0.003 0.486
C 4.9528 -1.7364 0.2191 0.278 0.109 -0.094
C 3.6823 -1.6718 0.7593 -0.005 0.086 -0.015
C 3.1206 -0.4476 1.0846 0.125 0.100 0.054
H 2.1459 -0.4249 1.5493 -0.106 0.026 -0.011
H 3.1231 -2.5782 0.9303 -0.027 -0.086 0.016
H 5.4107 -2.6765 -0.0463 0.010 -0.023 -0.004
N 6.9997 -0.6105 -0.5116 0.478 -0.011 -0.204
O 7.4457 -1.7014 -0.7914 0.141 -0.242 -0.078
O 7.5923 0.4371 -0.6506 0.176 0.226 -0.048
H 5.6920 1.5730 0.1895 0.033 0.032 0.007
H 3.9428 2.7873 1.6183 0.060 0.085 0.079
H 1.3425 0.8520 -0.0011 -0.122 0.387 0.148
H -2.4119 2.3767 -0.2748 0.131 -0.117 -0.011
C -3.9606 -0.1856 -0.3620 -0.164 0.162 -0.021
C -3.2366 -1.2034 0.2470 0.007 -0.039 0.010
C -3.8561 -2.0677 1.1318 0.058 -0.025 0.004
C -5.2043 -1.9286 1.4146 -0.108 -0.023 0.048
C -5.9315 -0.9183 0.8100 -0.099 -0.056 0.069
C -5.3111 -0.0497 -0.0711 0.105 0.005 -0.076
H -5.8839 0.7385 -0.5394 -0.047 0.097 -0.050
H -6.9834 -0.8033 1.0261 -0.086 0.007 0.024
H -5.6867 -2.6054 2.1041 -0.041 -0.052 0.055
H -3.2844 -2.8552 1.6003 0.049 -0.064 0.038
H -2.1867 -1.3195 0.0284 0.141 -0.010 -0.044
H -4.0194 1.5261 -1.6343 0.122 -0.114 0.087
```
Forces are in eV/Å.

(5)
Below is a single C17H16N4O6S molecule, with properties calculated with ωB97M-V/def2-TZVPD.

Results
Calculated total energy, Eh: -1726.02199
Structure (SMILES): COC(=O)c1sc(C)nc1NC(=O)/C(=N/Nc1ccccc1C(=O)O)C(C)=O

```
44
Properties=species:S:1:pos:R:3:forces:R:3
O 3.6816 -1.9012 0.5322 1.248 1.981 -0.163
O -3.4513 2.0817 1.3067 -1.099 0.745 -1.088
O 2.1245 0.9378 -2.4129 -1.184 -0.371 -0.089
O -1.5518 2.4645 -1.4966 1.022 -1.139 0.603
N -0.3688 -1.9002 -0.8189 0.234 2.839 -1.062
N 0.1347 0.8278 0.2409 -1.794 0.084 -2.068
O -4.6299 1.4909 3.1064 0.514 -0.079 0.824
O 3.2191 -3.9936 1.0878 -1.193 -2.008 0.539
S 0.2598 -3.9649 0.5056 0.215 0.459 0.728
C 2.9319 -2.8093 0.5725 -1.082 -2.194 -0.089
C -3.4979 1.6689 2.4316 2.551 -0.400 -0.309
C 1.3506 0.2805 -1.7057 4.111 0.993 -0.693
C -0.6773 1.7202 -1.9592 -1.719 2.742 -1.542
C -0.9093 -2.7994 -0.1384 0.052 -4.205 0.940
C 1.5519 -2.8977 0.0431 -0.660 0.744 0.248
C 0.9790 -1.8710 -0.6464 1.641 -0.258 -1.001
C 0.2219 0.9627 -1.0984 -1.260 -0.402 3.434
C -0.8953 0.9185 5.1702 -0.113 1.150 0.033
C 0.2524 0.7903 4.3596 -0.827 -1.269 -0.279
C -2.1003 1.2727 4.4795 0.310 -0.462 -0.449
C 0.1245 0.7382 2.9640 1.408 0.727 2.544
C -2.1704 1.3223 3.0493 -1.046 -0.430 2.786
C -1.0123 1.0534 2.3142 -0.773 0.494 -1.064
N 1.7971 -0.9617 -1.3300 -2.991 0.097 0.710
N -0.9675 1.2440 0.9290 1.333 -0.059 -0.794
C 4.3357 -4.3788 1.8559 1.299 -0.128 -0.007
C -0.6444 1.7484 -3.5400 -0.422 -0.513 1.540
C -2.3357 -3.2165 -0.0326 -0.551 1.752 0.140
H -5.2745 1.9980 2.6153 -0.720 0.133 -0.373
H -0.7693 0.9107 6.3020 -0.556 0.057 -1.728
H 1.2722 0.5965 4.7235 -0.712 0.238 0.294
H -3.0704 1.5461 4.9428 1.004 -0.474 0.227
H 1.0351 0.7650 2.4438 0.931 -0.458 -0.925
H 2.7204 -1.2356 -1.5960 0.368 0.160 -0.027
H -1.5627 2.0099 0.6503 -0.261 -0.145 -1.166
H 4.7375 -3.4667 2.3741 -0.409 -1.181 0.132
H 4.0599 -5.3223 2.4784 0.310 2.142 -0.805
H 5.1279 -4.6986 1.1433 -0.331 0.124 0.489
H -1.7209 1.8726 -3.7702 0.682 -0.189 -0.126
H -0.2731 0.7827 -3.8629 0.149 0.061 -0.639
H -0.0990 2.6042 -3.9829 -0.007 -0.642 0.579
H -2.5750 -4.2343 -0.2681 0.247 -0.457 -0.702
H -2.9436 -2.4787 -0.5646 -0.016 -0.426 -0.335
H -2.6774 -3.1214 0.9834 0.098 0.166 0.733
```
Forces are in eV/Å.